{
  "formula": "C25H31N3O5",
  "method": "ωB97M-V with the def2-TZVPD basis set",
  "smiles": "COCCC(=O)N(Cc1ccc2c(c1)OCO2)[C@@H](C(=O)NC1CCCCC1)c1ccncc1",
  "charge": 0,
  "energy_ha": -1511.731760,
  "orbital_gap_ev": 8.74,
  "e_lumo_ha": 0.0211,
  "e_above_lowest_kj_mol": 106.71,
  "fmax_ev_per_a": 1.3,
  "species": ["C", "O", "C", "C", "C", "O", "N", "C", "C", "C", "C", "C", "C", "C", "O", "C", "O", "C", "C", "O", "N", "C", "C", "C", "C", "C", "C", "C", "C", "C", "N", "C", "C", "H", "H", "H", "H", "H", "H", "H", "H", "H", "H", "H", "H", "H", "H", "H", "H", "H", "H", "H", "H", "H", "H", "H", "H", "H", "H", "H", "H", "H", "H", "H"],
  "positions_angstrom": [[4.80027, -1.65914, 1.89984], [3.77600, -1.73721, 2.85946], [2.61750, -1.00634, 2.53844], [1.77444, -1.65377, 1.43360], [0.48022, -0.89510, 1.24638], [0.10480, -0.02631, 2.01610], [-0.27579, -1.23579, 0.17325], [0.04887, -2.31967, -0.72253], [1.16890, -2.02979, -1.70158], [1.65307, -0.74776, -1.90547], [2.67818, -0.48873, -2.81430], [3.19249, -1.55708, -3.50491], [2.70795, -2.85140, -3.30381], [1.70230, -3.11348, -2.40942], [3.39097, -3.72348, -4.10911], [4.31568, -2.93831, -4.83158], [4.19149, -1.58822, -4.44204], [-1.51720, -0.47285, 0.04949], [-1.15173, 1.03355, 0.10297], [-0.28046, 1.48865, -0.60803], [-1.94820, 1.76883, 0.89103], [-1.67146, 3.17178, 1.14573], [-0.69908, 3.33766, 2.31931], [-1.34635, 2.96124, 3.64817], [-2.61881, 3.77068, 3.87750], [-3.60817, 3.55110, 2.73717], [-2.97768, 3.92585, 1.39723], [-2.28637, -0.71199, -1.21713], [-1.77288, -0.37167, -2.46589], [-2.55879, -0.59076, -3.58561], [-3.77671, -1.10364, -3.53789], [-4.26854, -1.41583, -2.35240], [-3.57255, -1.24080, -1.16661], [5.03602, -0.61598, 1.65694], [5.67340, -2.13246, 2.34552], [4.54216, -2.18649, 0.97398], [2.87635, 0.01964, 2.24129], [2.03288, -0.95985, 3.45991], [2.32482, -1.66877, 0.49240], [1.55090, -2.68543, 1.71958], [0.31473, -3.20611, -0.13369], [-0.85322, -2.57106, -1.28861], [1.23367, 0.08022, -1.35304], [3.04941, 0.50996, -2.96828], [1.33751, -4.11665, -2.26172], [4.11379, -3.03152, -5.91095], [5.33892, -3.28994, -4.62343], [-2.15073, -0.71863, 0.91435], [-2.50516, 1.30058, 1.58735], [-1.19525, 3.54610, 0.23289], [-0.36810, 4.37744, 2.35219], [0.16924, 2.70210, 2.14238], [-1.57158, 1.89326, 3.65233], [-0.63855, 3.14555, 4.45815], [-2.36530, 4.83194, 3.93305], [-3.07746, 3.48673, 4.82700], [-3.92483, 2.50529, 2.72536], [-4.50209, 4.15790, 2.89695], [-2.75932, 4.99520, 1.39382], [-3.67635, 3.72249, 0.58292], [-0.79167, 0.06326, -2.55498], [-2.19568, -0.34151, -4.57363], [-5.26906, -1.82819, -2.35378], [-4.02186, -1.51529, -0.22359]],
  "forces_ev_per_a": [[0.02, -0.03, -0.04], [-0.03, -0.14, 0.07], [-0.32, 0.06, 0.03], [0.30, 0.24, 0.39], [0.32, -0.45, -0.03], [0.04, 0.13, 0.30], [-0.50, 0.17, -0.28], [0.19, -0.30, -0.09], [0.01, 0.13, -0.05], [-0.13, -0.14, 0.14], [0.30, -0.21, -0.33], [-0.30, -0.42, 0.18], [0.10, 0.52, 0.00], [0.20, 0.00, -0.21], [-0.37, -0.08, 0.35], [0.82, -0.43, -0.87], [-0.16, 0.38, 0.24], [0.21, 0.34, 0.37], [-0.45, -0.40, 0.11], [0.31, 0.17, -0.13], [-0.39, 0.27, 0.23], [0.16, 0.39, -0.23], [-0.03, -0.26, -0.07], [0.07, 0.34, -0.02], [-0.09, -0.32, 0.04], [0.11, 0.34, 0.01], [-0.02, -0.20, -0.03], [-0.24, -0.11, -0.21], [-0.13, -0.04, 0.07], [0.32, 0.11, 0.06], [-0.34, -0.10, -0.41], [-0.12, -0.07, 0.23], [0.25, 0.05, -0.05], [0.01, -0.01, 0.00], [0.04, 0.02, -0.10], [0.03, 0.02, 0.00], [-0.02, -0.05, 0.07], [0.05, 0.10, -0.15], [-0.05, -0.11, 0.01], [0.01, -0.04, -0.07], [-0.07, 0.05, -0.11], [0.13, -0.04, 0.17], [-0.08, 0.04, 0.06], [0.06, 0.16, -0.02], [-0.05, -0.19, 0.03], [-0.03, 0.05, 0.27], [-0.26, 0.10, 0.03], [0.03, 0.11, -0.17], [0.10, -0.20, -0.12], [-0.11, -0.04, 0.16], [0.04, 0.07, 0.00], [0.08, 0.08, -0.05], [0.00, -0.11, 0.07], [0.02, -0.11, 0.03], [-0.01, 0.08, 0.05], [0.00, 0.08, 0.04], [-0.11, -0.08, 0.03], [-0.06, -0.11, -0.02], [0.00, 0.07, -0.01], [0.04, 0.07, -0.06], [0.09, 0.05, -0.04], [0.12, 0.05, -0.05], [-0.08, -0.04, 0.09], [-0.04, -0.03, 0.09]]
}

***

{
  "formula": "C25H31N5O3S",
  "method": "ωB97M-V with the def2-TZVPD basis set",
  "smiles": "CCCc1nc(SCC(=O)N2CCC(Cc3ccccc3)CC2)c2c(=O)n(C)c(=O)n(C)c2n1",
  "charge": 0,
  "energy_ha": -1869.062233,
  "orbital_gap_ev": 9.00,
  "e_lumo_ha": 0.0058,
  "fmax_ev_per_a": 0.8,
  "species": ["C", "C", "C", "C", "N", "C", "S", "C", "C", "O", "N", "C", "C", "C", "C", "C", "C", "C", "C", "C", "C", "C", "C", "C", "C", "O", "N", "C", "C", "O", "N", "C", "C", "N", "H", "H", "H", "H", "H", "H", "H", "H", "H", "H", "H", "H", "H", "H", "H", "H", "H", "H", "H", "H", "H", "H", "H", "H", "H", "H", "H", "H", "H", "H", "H"],
  "positions_angstrom": [[-2.17921, -6.03623, 0.91383], [-1.83330, -4.63074, 1.38692], [-3.01783, -3.68441, 1.21938], [-2.70598, -2.27663, 1.60262], [-1.45323, -1.98974, 1.91563], [-1.14778, -0.73811, 2.21547], [0.48817, -0.33103, 2.60194], [1.29225, -1.93916, 2.24980], [1.56636, -2.09269, 0.76216], [0.98259, -2.94350, 0.11556], [2.47411, -1.26326, 0.21002], [3.20723, -0.20163, 0.85943], [2.78254, 1.15900, 0.30279], [2.98198, 1.20039, -1.21263], [2.51874, 2.54681, -1.79045], [2.87054, 2.66898, -3.24530], [1.91840, 2.46622, -4.23549], [2.26121, 2.54945, -5.57383], [3.56464, 2.83525, -5.94056], [4.52212, 3.04063, -4.96153], [4.17593, 2.95767, -3.62532], [2.22818, 0.02992, -1.84480], [2.67991, -1.29100, -1.22494], [-2.13273, 0.26250, 2.23439], [-1.83157, 1.63518, 2.55537], [-0.71230, 2.03017, 2.82787], [-2.93230, 2.47670, 2.52199], [-2.73910, 3.88223, 2.83544], [-4.22946, 2.09909, 2.22230], [-5.13235, 2.90341, 2.22658], [-4.43926, 0.76577, 1.91635], [-5.78137, 0.32712, 1.58933], [-3.43077, -0.15082, 1.91011], [-3.71435, -1.40903, 1.58983], [-2.44611, -6.02975, -0.14054], [-3.01878, -6.43948, 1.47766], [-1.32778, -6.69893, 1.04503], [-1.54651, -4.65895, 2.43979], [-0.98498, -4.24438, 0.82089], [-3.87608, -4.01789, 1.80864], [-3.34103, -3.67227, 0.17455], [0.59822, -2.72279, 2.54678], [2.19981, -1.97727, 2.84857], [3.05435, -0.21979, 1.93613], [4.27516, -0.35872, 0.65809], [3.37079, 1.94015, 0.78627], [1.73268, 1.33185, 0.54608], [4.05034, 1.08193, -1.43017], [1.43976, 2.64168, -1.65536], [3.00224, 3.35058, -1.23018], [0.89809, 2.24465, -3.95609], [1.50840, 2.39098, -6.33236], [3.83319, 2.90080, -6.98456], [5.54069, 3.26815, -5.24086], [4.92595, 3.12463, -2.86478], [2.40273, 0.00461, -2.92136], [1.15634, 0.15271, -1.67426], [2.10673, -2.12773, -1.62665], [3.74446, -1.45569, -1.42682], [-3.01968, 4.49447, 1.97879], [-3.36507, 4.16003, 3.68271], [-1.68756, 4.02179, 3.07526], [-5.78715, -0.11676, 0.59491], [-6.43450, 1.19596, 1.62468], [-6.10673, -0.42307, 2.30891]],
  "forces_ev_per_a": [[0.07, 0.18, 0.13], [-0.23, -0.11, -0.20], [0.28, -0.26, 0.07], [-0.14, 0.29, 0.05], [0.29, -0.14, 0.03], [-0.51, 0.25, -0.01], [0.73, -0.30, 0.17], [-0.44, 0.20, 0.01], [-0.05, -0.25, 0.42], [-0.19, -0.22, -0.14], [0.34, 0.09, -0.29], [-0.09, 0.38, 0.19], [0.30, -0.16, -0.13], [-0.44, 0.15, 0.12], [0.28, -0.23, 0.02], [-0.11, 0.12, 0.04], [0.02, 0.03, 0.03], [-0.04, -0.02, -0.11], [0.01, 0.00, -0.11], [0.10, 0.00, -0.03], [-0.03, -0.01, 0.00], [0.43, -0.09, 0.06], [-0.31, -0.11, -0.38], [0.08, -0.51, -0.09], [-0.07, -0.07, -0.05], [-0.16, 0.18, 0.04], [0.12, 0.21, 0.07], [0.05, 0.31, 0.08], [-0.08, -0.05, -0.03], [-0.06, 0.18, 0.03], [-0.06, -0.03, -0.02], [-0.44, -0.01, -0.09], [0.78, -0.21, 0.09], [-0.46, 0.25, -0.03], [-0.05, -0.06, -0.13], [-0.10, -0.11, 0.02], [0.04, -0.13, -0.02], [0.10, 0.05, 0.01], [0.04, 0.01, 0.12], [-0.06, 0.03, -0.06], [-0.08, 0.00, -0.01], [0.22, -0.04, -0.06], [-0.01, 0.05, 0.04], [0.11, -0.09, -0.04], [-0.04, 0.02, 0.12], [0.02, 0.09, 0.03], [-0.05, 0.02, 0.02], [0.03, 0.00, -0.01], [-0.04, 0.03, 0.06], [-0.06, 0.05, 0.03], [-0.11, -0.02, 0.05], [-0.06, -0.01, -0.06], [0.02, 0.01, -0.08], [0.08, 0.02, -0.02], [0.08, 0.02, 0.09], [-0.05, -0.01, -0.04], [-0.11, 0.01, -0.02], [0.17, 0.09, 0.05], [-0.02, -0.01, -0.01], [0.01, 0.00, 0.07], [0.04, 0.02, -0.06], [-0.13, 0.00, -0.03], [-0.05, 0.00, 0.05], [0.09, -0.12, -0.01], [-0.03, 0.01, -0.06]]
}

***

{
  "formula": "C25H31N6PtSSe",
  "method": "ωB97M-V with the def2-TZVPD basis set",
  "charge": 1,
  "energy_ha": -4218.536821,
  "orbital_gap_ev": [6.40, 6.37],
  "e_lumo_ha": [-0.1325, -0.1436],
  "e_above_lowest_kj_mol": 186.82,
  "fmax_ev_per_a": 1.7,
  "species": ["Pt", "C", "N", "C", "C", "C", "C", "C", "N", "C", "C", "C", "C", "C", "C", "H", "H", "H", "H", "H", "H", "H", "H", "H", "H", "H", "C", "N", "C", "C", "S", "N", "C", "C", "H", "H", "H", "H", "H", "H", "H", "H", "H", "H", "H", "H", "C", "N", "C", "Se", "N", "C", "C", "C", "C", "C", "C", "H", "H", "H", "H", "H", "H", "H", "H"],
  "positions_angstrom": [[-0.33294, 0.17265, -0.20968], [2.67578, -0.05032, -1.19932], [1.75845, -0.15719, -0.08085], [2.17147, -0.42830, 1.11493], [1.24334, -0.56807, 2.16314], [1.37433, -0.88451, 3.52331], [0.08669, -0.88697, 4.04716], [-0.78007, -0.57649, 2.98945], [-0.08526, -0.38486, 1.86561], [2.40888, -1.16271, -2.18840], [1.70273, -0.91792, -3.35949], [1.49295, -1.93942, -4.27692], [1.97161, -3.21518, -4.02095], [2.63965, -3.47395, -2.83097], [2.85264, -2.45330, -1.91848], [3.70928, -0.09401, -0.84403], [2.51776, 0.91614, -1.68419], [3.23548, -0.54639, 1.31909], [2.29444, -1.11104, 4.03991], [-0.20899, -1.10112, 5.06123], [-1.85782, -0.50636, 3.00767], [1.34155, 0.08314, -3.57054], [0.97277, -1.73310, -5.20451], [1.83337, -4.00370, -4.74892], [3.00484, -4.47031, -2.61875], [3.37576, -2.65737, -0.99086], [-1.93271, -2.89398, -3.06763], [-2.57821, -2.10483, -2.02129], [-2.85910, -2.85048, -0.79864], [-2.52690, -0.76849, -2.02642], [-2.64818, 0.12542, -0.53708], [-2.50683, -0.13589, -3.21018], [-2.13504, 1.26996, -3.29590], [-3.21535, -0.66409, -4.37275], [-1.16435, -3.51857, -2.60891], [-1.45132, -2.24971, -3.79696], [-2.65420, -3.54055, -3.56899], [-3.18851, -3.85024, -1.07720], [-3.64738, -2.37017, -0.23007], [-1.96941, -2.92892, -0.16928], [-1.18471, 1.43959, -2.79320], [-2.88238, 1.92079, -2.83927], [-2.02636, 1.53367, -4.34588], [-3.74107, -1.57957, -4.11870], [-2.53560, -0.85119, -5.20538], [-3.95607, 0.07200, -4.68875], [2.59569, 2.97321, 1.88752], [1.19494, 2.92888, 2.24466], [0.15773, 2.86688, 1.39411], [0.21633, 2.77152, -0.45605], [-0.97386, 2.90768, 2.11815], [-0.67660, 2.95302, 3.46837], [-1.47010, 2.98320, 4.60479], [-0.81568, 3.00055, 5.82232], [0.58060, 2.98825, 5.90385], [1.37209, 2.97591, 4.77059], [0.71564, 2.96351, 3.54913], [2.68985, 2.82983, 0.81478], [3.13005, 2.18239, 2.41380], [3.01927, 3.94013, 2.15857], [-1.88907, 2.84376, 1.70526], [-2.54978, 2.99376, 4.53942], [-1.39469, 3.02643, 6.73518], [1.05104, 2.99139, 6.87740], [2.45153, 2.97559, 4.83593]],
  "forces_ev_per_a": [[1.53, 0.02, 0.70], [-0.25, -0.05, -0.26], [-0.88, 0.55, 0.47], [0.09, -0.08, 0.05], [0.03, -0.01, 0.29], [0.11, -0.01, -0.08], [-0.08, 0.06, 0.03], [-0.10, -0.01, 0.07], [-0.25, -0.32, -0.83], [0.02, 0.06, 0.02], [0.06, 0.01, -0.01], [-0.06, 0.00, -0.05], [-0.04, 0.00, 0.01], [0.00, -0.05, 0.04], [-0.01, 0.03, -0.04], [-0.03, -0.01, 0.05], [0.04, 0.00, 0.04], [0.00, -0.09, -0.12], [-0.01, 0.06, 0.02], [0.02, 0.01, 0.00], [0.01, -0.02, -0.05], [0.04, 0.02, 0.00], [0.01, 0.01, -0.01], [-0.02, -0.01, 0.01], [0.01, 0.00, -0.02], [0.04, 0.00, -0.02], [0.02, -0.16, -0.13], [0.34, 0.21, 0.15], [-0.05, -0.10, 0.15], [-0.37, -0.27, -0.40], [0.05, 0.48, 0.28], [-0.09, -0.05, 0.25], [0.02, 0.26, 0.07], [-0.05, -0.02, -0.16], [-0.02, 0.02, 0.05], [0.02, -0.05, 0.09], [0.03, 0.00, -0.02], [0.04, 0.02, -0.06], [0.00, 0.03, 0.00], [0.01, 0.02, -0.04], [-0.02, -0.01, 0.01], [-0.03, -0.06, -0.03], [0.01, -0.07, -0.01], [0.02, 0.05, -0.01], [-0.03, -0.03, 0.00], [0.04, 0.04, 0.01], [0.21, -0.03, -0.01], [-0.18, -0.08, -0.11], [-0.06, 0.02, 0.22], [-0.16, -0.28, -0.80], [0.07, -0.06, 0.01], [0.25, -0.01, 0.18], [-0.08, -0.01, -0.03], [-0.05, 0.00, -0.01], [0.06, 0.01, 0.00], [0.08, 0.04, -0.03], [-0.25, -0.04, 0.14], [-0.04, -0.02, 0.00], [-0.03, 0.00, 0.01], [-0.02, -0.01, 0.02], [0.00, 0.01, -0.10], [0.00, -0.02, 0.02], [-0.01, -0.01, -0.01], [0.00, 0.01, 0.00], [0.00, -0.01, 0.01]]
}